Molecular formula: C4H5NO
Method: DFT, the ωB97M-V functional and the def2-TZVPD basis

XYZ file:
```
11
Properties=species:S:1:pos:R:3:forces:R:3
O -1.340983 1.990086 -0.277632 0.4 -0.1 0.0
N 0.651291 0.949339 0.376711 0.1 0.3 -0.2
C -0.636587 1.015263 -0.164019 0.2 0.3 -0.1
C 1.231143 -0.308958 0.170760 -0.1 -0.1 0.0
C 0.320398 -1.170936 -0.297354 0.1 0.1 0.4
C -0.988474 -0.447464 -0.276480 -0.3 0.1 0.3
H -1.813887 -0.792196 -0.898936 0.2 0.4 0.1
H 0.489904 -2.200195 -0.589138 -0.1 0.2 0.2
H 2.271913 -0.475725 0.417433 -0.1 0.1 -0.2
H 1.127965 1.751578 0.747672 0.1 0.1 -0.2
H -1.312684 -0.310797 0.790985 -0.4 -1.4 -0.3
```
Forces are in eV/Å.

Summary:
Orbital gap, eV: 9.5
E_HOMO, eV: -8.66
Structure (SMILES): O=C1CC=CN1
Relative energy (zero: lowest compared OMol25 entry of this formula, charge and spin), kcal per mole: 12.4
Total energy, eV: -7765.9869